(1)
The following is a DFT calculation (wB97M-V/def2-TZVPD) of 4 unconnected molecules or ions with the total composition C59H43IN2O7S in a non-equilibrium geometry.

```
113
Properties=species:S:1:pos:R:3:forces:R:3
C -4.669 7.316 -1.970 0.5 0.2 0.4
C -5.960 6.371 -1.802 1.1 1.2 1.8
O -6.411 5.739 -3.041 2.2 0.5 -0.6
C -5.293 5.456 -3.886 2.0 -1.1 -1.3
C -4.966 6.355 -5.128 2.0 -3.5 1.6
C -3.720 6.030 -5.979 -0.7 -1.4 2.3
C -2.765 4.823 -5.652 -3.9 1.5 2.2
C -3.173 3.957 -4.404 -0.3 2.1 -1.3
C -4.411 4.238 -3.518 1.4 2.4 -3.5
I -4.777 2.893 -1.846 0.1 1.2 -1.4
S -2.003 2.547 -4.033 0.4 1.8 -0.5
C -0.352 3.350 -4.388 1.4 2.0 -1.4
C 0.886 3.078 -3.504 -0.1 2.3 -2.6
C 2.225 3.795 -3.806 -2.8 0.7 -2.1
C 3.504 3.554 -2.886 -0.5 -0.8 -0.1
C 3.363 4.072 -1.375 1.1 0.4 0.3
C 3.435 5.667 -1.192 -0.5 -0.3 1.0
N 2.502 6.444 -2.055 0.9 -0.1 0.2
C 2.240 4.776 -5.030 -2.8 -1.7 0.6
C 1.002 5.045 -5.934 -0.3 -2.3 2.9
C -0.360 4.325 -5.621 3.8 -0.3 1.8
N -1.565 4.558 -6.461 0.2 0.2 2.9
H -3.685 6.709 -1.969 -1.7 0.9 -0.1
H -4.601 8.059 -1.085 -0.3 -1.3 -1.3
H -4.676 7.960 -2.914 -0.2 -1.0 1.2
H -6.780 7.029 -1.320 0.9 -1.3 -1.4
H -5.682 5.599 -0.986 -0.6 0.9 -1.5
H -5.683 7.227 -5.298 1.3 -1.4 0.0
H -3.502 6.740 -6.860 -0.2 -1.4 1.5
H 0.735 2.359 -2.617 0.4 1.3 -1.6
H 3.644 2.407 -2.822 -0.2 1.8 -0.2
H 4.472 3.941 -3.384 -1.7 -0.3 0.8
H 2.435 3.689 -0.822 1.2 0.4 -1.1
H 4.268 3.639 -0.799 -1.5 0.5 -0.8
H 4.506 6.082 -1.279 -1.7 -0.7 -0.2
H 3.122 5.877 -0.097 0.6 -0.4 -1.6
H 1.590 5.986 -2.172 0.8 0.2 -0.1
H 2.944 6.661 -2.955 -0.7 -0.4 0.5
H 3.210 5.319 -5.268 -1.5 -0.8 0.3
H 1.093 5.759 -6.830 -0.2 -1.2 1.6
H -1.400 5.325 -7.130 -0.1 -0.6 0.6
O 2.250 -3.903 0.868 0.1 0.3 0.0
C 2.425 -2.696 0.866 -0.1 -0.9 0.0
C 2.307 -1.921 -0.390 -0.1 0.1 -0.4
C 1.971 -2.576 -1.576 0.0 0.1 -0.2
C 1.819 -1.849 -2.752 0.0 0.0 0.2
C 2.000 -0.467 -2.748 0.1 0.0 0.2
C 2.352 0.185 -1.571 -0.1 -0.1 -0.2
C 2.512 -0.541 -0.391 -0.1 -0.1 -0.3
C 2.905 0.162 0.851 0.2 1.0 0.1
O 3.137 1.359 0.837 -0.1 -0.3 0.0
C 3.003 -0.609 2.110 0.1 -0.1 0.3
C 3.337 0.047 3.296 0.0 -0.1 0.2
C 3.400 -0.663 4.490 0.0 0.0 -0.2
C 3.129 -2.030 4.504 -0.1 0.0 -0.2
C 2.810 -2.689 3.322 0.1 0.1 0.3
C 2.752 -1.981 2.121 0.1 0.1 0.3
H 1.823 -3.651 -1.584 0.0 0.1 0.2
H 1.553 -2.359 -3.672 0.0 0.1 0.1
H 1.868 0.101 -3.663 0.0 0.0 0.1
H 2.497 1.260 -1.574 0.0 -0.2 0.2
H 3.545 1.112 3.292 -0.1 -0.1 -0.2
H 3.656 -0.150 5.411 0.0 -0.1 -0.1
H 3.169 -2.581 5.438 0.1 0.0 -0.1
H 2.603 -3.754 3.341 0.0 0.2 -0.2
O -9.599 -0.798 1.968 0.1 -0.1 -0.3
C -9.257 -1.264 0.895 -0.3 0.4 0.9
C -7.938 -0.924 0.314 0.3 0.1 -0.1
C -7.074 -0.080 1.013 0.2 0.1 0.0
C -5.818 0.213 0.494 -0.2 -0.1 0.0
C -5.419 -0.336 -0.723 -0.2 -0.2 0.0
C -6.284 -1.164 -1.430 0.2 0.1 0.0
C -7.548 -1.455 -0.916 0.3 0.2 0.1
C -8.469 -2.322 -1.685 0.3 -0.4 -0.9
O -8.150 -2.742 -2.784 -0.1 0.1 0.3
C -9.779 -2.679 -1.095 -0.4 -0.1 0.1
C -10.641 -3.525 -1.794 -0.2 -0.1 0.0
C -11.860 -3.893 -1.234 0.2 0.1 0.0
C -12.221 -3.417 0.025 0.2 0.1 0.0
C -11.371 -2.562 0.717 -0.2 -0.1 -0.1
C -10.149 -2.186 0.156 -0.3 -0.3 -0.1
H -7.377 0.347 1.964 -0.1 -0.2 -0.1
H -5.145 0.867 1.041 -0.1 -0.1 0.0
H -4.434 -0.117 -1.122 -0.1 -0.1 0.0
H -5.970 -1.585 -2.380 -0.2 0.0 0.1
H -10.363 -3.903 -2.773 0.1 0.1 0.2
H -12.527 -4.554 -1.777 0.1 0.1 0.0
H -13.168 -3.712 0.465 0.1 0.0 0.0
H -11.660 -2.192 1.696 0.2 0.1 -0.1
O 6.033 -3.665 5.859 0.2 -0.2 0.0
C 6.796 -4.586 5.619 -0.6 0.7 0.2
C 8.036 -4.761 6.409 0.3 0.1 0.2
C 8.322 -3.876 7.450 0.2 0.0 0.2
C 9.464 -4.056 8.222 -0.1 -0.1 -0.1
C 10.324 -5.120 7.959 -0.1 -0.1 -0.2
C 10.052 -5.993 6.912 0.1 0.1 0.2
C 8.910 -5.812 6.130 0.1 0.2 0.3
C 8.639 -6.736 5.006 0.6 -0.7 -0.2
O 9.430 -7.622 4.729 -0.2 0.3 0.1
C 7.389 -6.574 4.230 -0.3 -0.1 -0.3
C 7.104 -7.461 3.190 -0.2 0.0 -0.2
C 5.917 -7.336 2.477 0.1 0.1 0.2
C 5.011 -6.327 2.798 0.1 0.1 0.1
C 5.300 -5.433 3.824 -0.1 -0.2 -0.2
C 6.492 -5.551 4.539 -0.2 -0.2 -0.3
H 7.652 -3.048 7.663 0.0 -0.2 -0.1
H 9.681 -3.370 9.034 0.0 -0.1 -0.1
H 11.208 -5.268 8.570 -0.1 0.0 -0.1
H 10.728 -6.818 6.709 -0.2 0.1 -0.1
H 7.803 -8.252 2.938 0.0 0.2 0.2
H 5.694 -8.029 1.672 0.0 0.1 0.1
H 4.080 -6.236 2.247 0.1 0.0 0.0
H 4.592 -4.648 4.066 0.3 0.0 0.1
```
Positions in Å, forces in eV/Å.

Results
SMILES string: CCOc1ccc2c(c1I)Sc1cc(CCCN)ccc1N2.O=C1c2ccccc2C(=O)c2ccccc21.O=C1c2ccccc2C(=O)c2ccccc21.O=C1c2ccccc2C(=O)c2ccccc21
LUMO energy (eV): -1.1
E (a.u.): -3605.9254
Total charge: 0
HOMO-LUMO gap (eV): 6.64

(2)
The following is a DFT calculation (wB97M-V/def2-TZVPD) of 11 unconnected molecules or ions with the total composition H22O11.

```
33
Properties=species:S:1:pos:R:3:forces:R:3
O 1.073 -2.590 -1.824 0.6 -0.2 -0.4
H 0.352 -3.220 -1.857 -0.2 -0.1 0.1
H 0.679 -1.794 -1.465 -0.5 0.2 0.3
O 3.366 -0.298 1.446 0.2 -0.5 0.2
H 2.768 0.247 0.934 0.0 0.6 -0.2
H 2.952 -0.365 2.306 0.0 -0.2 0.1
O 2.658 1.939 -0.055 -0.2 0.2 0.5
H 2.255 1.745 -0.901 -0.2 -0.1 -0.5
H 3.329 2.592 -0.253 0.2 0.1 0.1
O -0.811 2.537 0.759 -0.2 0.2 -0.2
H -0.178 3.244 0.886 0.2 0.2 0.0
H -0.768 2.028 1.568 0.0 -0.3 0.1
O 2.376 0.341 -2.236 -0.2 0.2 -0.2
H 2.947 -0.255 -1.752 0.2 -0.4 0.3
H 2.762 0.387 -3.110 0.1 0.1 -0.3
O -3.067 -1.848 0.547 0.3 -0.2 0.2
H -3.300 -1.471 1.396 -0.3 0.0 0.1
H -3.900 -1.925 0.082 -0.3 -0.1 -0.2
O 0.207 0.371 2.833 -0.1 0.0 -0.3
H -0.536 0.246 3.423 -0.1 -0.1 0.2
H 0.973 0.368 3.407 0.2 0.1 0.2
O -2.855 -0.668 -2.023 -0.8 -0.3 -0.3
H -2.728 -0.863 -1.095 0.3 0.1 0.3
H -1.976 -0.475 -2.351 0.4 0.3 0.1
O -0.346 0.016 -3.091 -0.3 0.2 -0.4
H 0.581 0.128 -2.883 0.3 0.0 0.3
H -0.366 -0.709 -3.716 0.0 -0.2 -0.2
O -3.011 0.744 2.567 0.0 0.0 -0.1
H -2.685 1.129 3.380 -0.1 0.3 0.3
H -2.588 -0.114 2.521 0.2 -0.1 -0.1
O -0.297 -0.572 -0.109 -0.1 -0.3 -0.4
H -0.432 -0.737 0.824 0.1 0.0 0.3
H 0.564 -0.157 -0.157 0.1 0.4 0.1
```
Positions in Å, forces in eV/Å.

Results
SMILES string: O.O.O.O.O.O.O.O.O.O.O
LUMO energy (eV): -0.4
Relative energy (zero: lowest compared OMol25 entry of this formula, charge and spin) (kcal/mol): 47.3
E (a.u.): -840.8047
Total charge: 0
HOMO-LUMO gap (eV): 9.41

(3)
The following is a DFT calculation (wB97M-V/def2-TZVPD) of a molecular structure, C3O4Tm in a non-equilibrium geometry.

```
8
Properties=species:S:1:pos:R:3:forces:R:3
C 0.843 0.715 -1.457 3.7 1.8 5.6
C -0.345 0.276 -1.401 -3.2 1.4 1.5
O -1.637 0.309 -1.076 3.4 -0.6 -1.8
O 0.081 -1.021 0.841 3.5 5.6 4.9
Tm -1.681 -1.886 -1.041 0.4 0.2 0.5
O 0.397 0.466 2.753 1.6 0.2 -1.7
C 0.580 -0.009 1.713 -5.4 -6.3 -3.9
O 1.762 1.152 -0.333 -4.1 -2.4 -5.2
```
Positions in Å, forces in eV/Å.

Results
LUMO energy (spin up / spin down) (eV): -2.1 / -2.1
E (a.u.): -1500.1174
Multiplicity: 4
Total charge: 0
HOMO-LUMO gap (spin up / spin down) (eV): 3.55 / 5.80

(4)
The following is a DFT calculation (wB97M-V/def2-TZVPD) of a molecular structure, C40H55N3OP2RhSi in a non-equilibrium geometry.

```
103
Properties=species:S:1:pos:R:3:forces:R:3
Rh -0.612 0.377 1.154 -0.9 -0.5 0.2
C -2.116 3.700 1.168 0.2 -0.4 -0.1
Si -1.643 2.227 0.088 0.5 -0.6 -0.1
C -0.386 2.577 -1.291 -0.4 0.1 0.3
C -0.834 3.291 -2.400 0.0 0.1 0.0
C -0.013 3.511 -3.496 0.0 0.0 0.0
C 1.278 3.010 -3.485 0.0 0.0 0.0
C 1.739 2.295 -2.389 0.1 0.0 0.1
C 0.922 2.078 -1.280 0.1 -0.2 -0.1
P 1.465 1.060 0.145 -1.1 0.8 -0.3
C 2.869 0.029 -0.516 -0.7 -0.5 0.3
C 4.195 0.779 -0.798 0.1 0.2 0.2
C 5.314 0.349 0.150 0.0 -0.1 -0.1
C 5.604 -1.151 0.009 -0.1 0.1 0.0
C 4.307 -1.978 -0.112 0.1 0.1 0.1
C 3.108 -1.183 0.399 0.0 -0.2 -0.1
C 2.276 2.180 1.384 -0.2 -0.4 0.1
C 1.718 3.613 1.384 -0.1 0.0 0.1
C 1.852 4.256 2.775 0.1 0.0 0.0
C 3.134 3.787 3.464 -0.1 0.0 0.0
C 3.066 2.282 3.776 0.1 0.1 -0.1
C 2.151 1.554 2.783 0.1 0.0 0.0
C -3.223 1.480 -0.645 0.3 0.1 0.3
C -4.282 2.295 -1.043 0.0 0.0 0.0
C -5.487 1.742 -1.452 0.0 0.1 0.0
C -5.654 0.365 -1.454 0.0 0.0 0.0
C -4.607 -0.462 -1.077 0.0 0.0 0.0
C -3.391 0.092 -0.687 0.1 0.0 0.3
P -1.953 -0.929 -0.257 1.3 0.4 -1.6
C -2.568 -2.549 0.373 0.4 0.3 0.2
C -1.567 -3.089 1.425 0.0 -0.2 -0.1
C -1.641 -4.614 1.551 -0.2 0.0 0.0
C -3.091 -5.068 1.418 0.1 0.0 -0.1
C -3.615 -4.784 -0.002 0.1 0.0 0.1
C -2.865 -3.623 -0.677 -0.2 0.0 0.0
C -1.068 -1.082 -1.879 -0.4 -0.4 0.1
C 0.161 -1.994 -1.759 0.0 0.1 -0.1
C 0.767 -2.284 -3.146 0.0 0.2 0.0
C 0.464 -1.144 -4.116 -0.1 -0.1 0.0
C -1.054 -1.035 -4.357 0.0 -0.1 0.0
C -1.866 -1.473 -3.122 0.1 0.1 -0.1
H -2.083 4.627 0.591 0.0 0.0 0.0
H -1.452 3.807 2.027 0.0 0.0 0.0
H -3.129 3.557 1.545 0.0 0.0 0.0
H -1.851 3.671 -2.414 0.0 0.0 -0.1
H -0.383 4.058 -4.354 0.0 0.0 0.0
H 1.930 3.169 -4.333 0.0 0.0 0.0
H 2.746 1.906 -2.417 0.0 0.0 0.0
H 2.475 -0.352 -1.464 0.0 0.0 0.0
H 4.072 1.862 -0.747 0.0 0.0 -0.1
H 4.511 0.542 -1.817 -0.1 0.1 0.0
H 5.044 0.584 1.184 0.0 0.0 0.0
H 6.214 0.919 -0.082 0.0 0.0 0.1
H 6.184 -1.482 0.872 0.0 0.0 0.0
H 6.224 -1.316 -0.874 0.0 0.0 0.0
H 4.399 -2.907 0.452 0.0 0.0 -0.1
H 4.126 -2.251 -1.155 0.0 0.0 0.0
H 3.308 -0.864 1.425 -0.1 0.0 0.0
H 2.216 -1.814 0.427 0.0 0.0 0.1
H 3.334 2.203 1.116 0.0 0.0 0.0
H 0.666 3.616 1.087 0.0 0.0 0.0
H 2.260 4.209 0.647 -0.1 0.0 -0.1
H 0.994 3.988 3.397 0.0 0.0 0.0
H 1.855 5.341 2.674 -0.1 0.0 0.0
H 3.291 4.350 4.383 0.1 0.0 0.0
H 3.983 3.998 2.807 0.0 0.0 0.0
H 2.686 2.119 4.786 0.0 0.0 0.0
H 4.070 1.854 3.742 0.0 0.0 0.0
H 1.117 1.646 3.112 0.0 -0.1 0.0
H 2.392 0.487 2.766 -0.1 0.0 0.0
H -4.171 3.373 -1.023 -0.1 0.0 0.0
H -6.300 2.388 -1.758 0.0 0.0 0.0
H -6.603 -0.067 -1.744 0.0 0.0 0.0
H -4.745 -1.535 -1.086 0.0 0.0 0.0
H -3.508 -2.288 0.871 0.0 0.0 0.0
H -1.814 -2.646 2.385 0.1 0.1 0.1
H -0.542 -2.789 1.177 0.0 0.0 0.0
H -1.236 -4.914 2.518 0.1 0.0 0.0
H -1.036 -5.096 0.778 0.0 0.0 0.0
H -3.693 -4.541 2.163 0.0 0.0 0.0
H -3.176 -6.132 1.639 -0.1 0.0 0.0
H -4.682 -4.557 0.040 0.0 0.0 0.0
H -3.500 -5.672 -0.626 -0.1 0.0 0.0
H -3.465 -3.229 -1.498 0.1 0.0 0.0
H -1.931 -3.986 -1.107 0.0 0.0 0.0
H -0.734 -0.047 -2.026 0.0 0.0 0.1
H -0.110 -2.939 -1.285 0.0 0.0 0.1
H 0.895 -1.508 -1.113 -0.1 -0.1 0.0
H 0.344 -3.206 -3.551 0.0 0.0 0.0
H 1.843 -2.441 -3.055 0.0 -0.1 0.0
H 0.977 -1.310 -5.063 0.0 0.1 0.0
H 0.849 -0.205 -3.705 0.0 0.0 0.0
H -1.341 -1.660 -5.205 0.0 0.1 0.0
H -1.303 -0.003 -4.613 0.0 0.0 0.0
H -2.011 -2.555 -3.136 -0.1 0.0 0.0
H -2.850 -1.003 -3.143 0.0 0.0 0.0
O -1.011 1.167 3.021 1.3 0.9 1.9
N -1.602 0.039 3.247 -0.7 -0.5 -1.1
C -1.550 -0.548 4.407 0.3 0.7 -0.5
C -2.416 -1.646 4.647 -0.1 -0.6 -0.1
N -3.119 -2.536 4.835 0.0 0.1 0.0
C -0.627 -0.136 5.410 -0.1 0.6 0.6
N 0.114 0.219 6.214 0.1 -0.1 -0.2
```
Positions in Å, forces in eV/Å.

Results
LUMO energy (eV): -4.5
Relative energy (zero: lowest compared OMol25 entry of this formula, charge and spin) (kcal/mol): 17.7
E (a.u.): -2879.2374
Total charge: +1
HOMO-LUMO gap (eV): 6.95